No. 1
44
Properties=species:S:1:pos:R:3:forces:R:3 method="wB97M-V/def2-TZVPD" total_charge=+1 e_homo_ha=-0.41965 spin_multiplicity=1 relative_energy_kj_mol=93.0 homo_lumo_gap_ev=5.9 energy_ev=-25657.2512
C -0.53175 1.42749 1.53940 -0.03 0.02 -0.21
C -1.80375 1.95188 1.15678 -0.23 0.10 -0.12
C -2.93066 1.78725 1.97977 0.25 -0.11 0.07
C -4.15638 2.28630 1.60204 -0.22 -0.07 0.19
C -4.29869 2.96632 0.40439 -0.11 -0.02 0.14
C -3.20780 3.13672 -0.42595 0.21 0.11 -0.31
C -1.98383 2.63752 -0.06011 0.15 -0.05 0.01
C 0.57687 1.48903 0.72421 0.17 -0.06 -0.20
C 1.83172 1.00373 1.02521 -0.26 0.19 -0.26
C 2.95546 1.13779 0.15054 0.28 -0.01 -0.18
C 4.20551 0.59213 0.49434 -0.33 0.01 0.18
C 5.29287 0.74568 -0.33302 0.29 -0.14 0.10
C 5.17576 1.44098 -1.52308 0.08 -0.03 0.03
C 3.95805 1.98032 -1.89054 -0.33 0.18 -0.16
C 2.86617 1.83110 -1.07126 -0.16 -0.01 0.12
H -0.43911 0.95631 2.50173 -0.04 -0.09 0.41
H -2.82874 1.25126 2.90757 0.04 -0.07 0.24
H -5.01513 2.14564 2.23798 -0.07 -0.03 0.12
H -5.25602 3.36757 0.11574 -0.17 0.02 -0.01
H -3.31167 3.65892 -1.36428 -0.02 0.05 -0.07
H -1.15542 2.78247 -0.72709 0.14 0.09 -0.16
H 0.44323 1.92989 -0.24320 0.02 0.15 -0.16
H 1.97176 0.49745 1.96394 0.14 -0.14 0.35
H 4.30565 0.04816 1.41755 0.03 -0.11 0.23
H 6.24627 0.32773 -0.05565 0.10 -0.08 0.08
H 6.02902 1.56842 -2.16634 0.20 -0.01 -0.09
H 3.85628 2.52429 -2.81597 0.02 0.04 -0.10
H 1.92929 2.26219 -1.37207 -0.12 0.13 -0.14
C 2.56729 1.61650 10.17377 0.16 -0.13 0.20
C 3.12548 2.59281 9.37638 0.24 0.05 -0.06
C 2.32683 3.32011 8.51942 -0.12 0.15 -0.18
C 0.96346 3.08556 8.45639 0.25 -0.30 0.15
C 0.10321 3.84731 7.49501 -0.19 1.28 1.54
N 0.00531 3.23161 6.26191 -0.14 -0.77 -1.59
C -0.06762 2.70749 5.23026 -0.02 -0.11 -0.18
C 0.41630 2.09853 9.25886 -0.18 0.11 -0.15
C 1.21222 1.36949 10.11676 -0.14 -0.19 0.09
H 3.18971 1.04818 10.84304 0.12 -0.11 0.13
H 4.18573 2.78287 9.41538 0.14 0.04 0.02
H 2.75984 4.07033 7.88094 0.15 0.24 -0.12
H -0.90287 3.97032 7.91124 0.09 -0.06 -0.09
H 0.50349 4.85763 7.35520 -0.03 -0.13 -0.04
H -0.63892 1.89740 9.19608 -0.30 -0.06 0.05
H 0.77532 0.60228 10.73499 -0.07 -0.09 0.10

---

No. 2
130
Properties=species:S:1:pos:R:3:forces:R:3 method="wB97M-V/def2-TZVPD" total_charge=0 e_homo_ha=-0.33558 spin_multiplicity=1 relative_energy_kj_mol=150.3 homo_lumo_gap_ev=9.4 energy_ev=-68323.8412
C 2.97138 -4.50703 -2.61893 0.27 0.05 0.86
C 3.74663 -3.20693 -2.67289 0.08 -0.17 -0.38
O 3.60525 -2.38519 -1.79281 0.15 -0.01 -0.09
C 4.70315 -3.01714 -3.84189 -0.58 -0.16 1.01
H 2.35375 -4.69901 -3.49330 -0.15 0.19 0.02
H 2.42717 -4.43658 -1.67588 -0.52 -0.18 -0.34
H 3.62908 -5.37170 -2.49469 0.24 0.14 -0.25
H 4.10344 -2.89276 -4.74306 0.18 -0.11 -0.19
H 5.29193 -3.93415 -3.87158 0.14 0.10 -0.45
H 5.32552 -2.15110 -3.65187 0.12 0.04 -0.22
C -2.19839 3.20261 5.04486 1.10 1.41 0.01
C -2.65441 1.81611 5.34472 -2.65 1.33 -1.30
O -3.46840 1.59196 6.21534 0.72 -0.56 0.30
C -2.38398 0.83072 4.23381 1.50 -0.95 1.55
H -2.70427 4.04409 5.51971 -0.37 -0.61 0.64
H -2.30674 3.45544 3.98741 0.26 -0.50 -0.15
H -1.14846 3.33599 5.33013 0.06 -0.11 -0.23
H -1.46619 0.34944 4.61586 0.05 -0.22 -0.38
H -2.12454 1.24915 3.26752 -0.40 0.14 -0.05
H -3.12736 0.04351 4.25447 -0.19 0.14 -0.26
C 0.37783 -3.89226 1.26737 -0.26 0.85 -0.42
C -1.05858 -3.48842 1.52057 -0.01 -0.47 -0.03
O -1.85689 -3.41721 0.61896 -0.23 0.24 -0.15
C -1.42740 -3.25619 2.96251 0.32 1.13 0.23
H 0.57033 -4.86127 1.72426 0.22 0.01 -0.04
H 1.02582 -3.11774 1.67645 -0.01 -0.19 0.44
H 0.56313 -3.85827 0.19408 -0.09 -0.51 -0.03
H -1.82049 -4.15756 3.42700 0.19 -0.08 0.07
H -2.14913 -2.44878 3.09428 -0.35 -0.28 -0.39
H -0.54964 -2.84892 3.47269 0.08 -0.60 0.28
C 1.37137 1.59371 4.81490 -0.49 0.05 -0.49
C 1.16906 1.31810 6.27325 0.71 -0.15 0.12
O 0.57073 2.09956 6.96668 -0.15 -0.17 0.39
C 1.74682 -0.00959 6.78004 0.09 0.44 -0.01
H 1.02357 2.59406 4.56289 0.00 0.03 0.11
H 0.74156 0.86539 4.29222 0.16 -0.01 -0.20
H 2.38410 1.44540 4.44420 0.07 -0.14 0.24
H 0.93900 -0.64529 7.14064 -0.02 -0.11 -0.17
H 2.42720 0.13007 7.62159 -0.15 0.32 0.07
H 2.33248 -0.47801 5.99019 -0.27 -0.26 -0.04
C 4.15788 0.12662 2.14226 0.76 1.45 0.93
C 3.33982 -1.09217 2.35082 -1.03 -0.48 -1.09
O 2.24234 -1.03264 2.87906 0.45 0.22 0.22
C 3.77064 -2.40552 1.75740 -0.28 -0.35 0.10
H 5.05127 0.17521 2.77914 -0.04 -0.54 0.05
H 3.58781 0.99101 2.49061 -0.16 -0.03 -0.33
H 4.55825 0.32263 1.14825 -0.37 -0.42 -0.23
H 3.97233 -2.40023 0.68404 0.51 0.51 0.11
H 2.90808 -3.06027 1.83021 0.21 -0.25 0.41
H 4.60353 -2.80287 2.34023 0.12 -0.12 -0.27
C -6.48053 -1.36309 3.11448 -0.55 0.64 0.94
C -5.72981 -1.17663 1.84319 0.95 -0.82 -0.95
O -6.12073 -1.63731 0.79542 -0.36 0.13 -0.05
C -4.37351 -0.48276 1.91890 -1.58 0.39 -0.54
H -5.92151 -1.00804 3.98172 0.07 -0.10 -0.03
H -6.83614 -2.37335 3.30482 0.21 -0.14 -0.34
H -7.38143 -0.74111 3.07223 0.03 -0.01 -0.08
H -3.70744 -1.19987 2.38638 0.30 0.43 0.33
H -4.57987 0.45863 2.43144 0.72 -0.16 0.58
H -4.03673 -0.21137 0.92113 0.10 -0.38 -0.10
C -3.56794 2.09130 -0.75710 -0.06 0.66 0.30
C -4.16727 2.71851 0.47975 0.01 -0.17 0.20
O -3.46351 3.00644 1.41964 0.09 0.16 0.32
C -5.67719 2.94564 0.52791 1.19 0.10 -0.83
H -3.50876 2.86040 -1.53218 -0.50 -0.18 -0.24
H -4.20325 1.25039 -1.03158 0.30 -0.07 -0.49
H -2.51987 1.85563 -0.58798 -0.13 -0.46 0.18
H -5.93958 3.42328 -0.41934 -0.25 0.09 0.09
H -5.88133 3.60104 1.36633 -0.36 -0.23 0.13
H -6.17342 1.97541 0.52252 -0.19 0.05 0.34
C -3.84180 -3.71728 -2.68222 0.59 0.03 -1.04
C -2.80620 -3.03056 -3.55664 0.52 -0.72 0.88
O -3.02559 -2.62304 -4.66820 -0.27 0.19 -0.26
C -1.44488 -2.91884 -2.92364 0.53 1.02 0.69
H -4.78795 -3.58023 -3.20100 -0.29 -0.03 0.61
H -3.74319 -3.38810 -1.65083 -0.45 0.19 0.01
H -3.57141 -4.77733 -2.68364 -0.13 -0.05 -0.02
H -1.54025 -2.30711 -2.01534 -0.31 0.05 -0.16
H -0.74783 -2.37083 -3.55759 0.01 -0.30 -0.20
H -1.00002 -3.81737 -2.49268 -0.25 -0.36 -0.50
C 2.29941 4.18741 2.31190 0.02 -0.39 -0.05
C 0.95732 4.89362 2.51427 -0.81 -0.67 -0.48
O 0.67003 5.34153 3.59400 0.08 0.22 0.12
C -0.03483 4.90686 1.32226 1.86 -1.24 0.17
H 3.01808 4.97950 2.09508 0.27 -0.17 0.17
H 2.37104 3.42588 1.53102 -0.52 0.46 -0.48
H 2.56751 3.59961 3.18947 0.12 0.71 0.42
H 0.47039 4.27815 0.58209 -0.27 0.32 -0.38
H -0.19565 5.89471 0.90658 -0.41 0.09 0.25
H -0.90648 4.31079 1.59055 -0.40 0.61 0.17
C 5.01276 0.51131 -2.03285 -0.48 -0.18 0.48
C 4.68601 1.65186 -2.95576 0.51 -0.47 0.03
O 4.84241 1.55423 -4.15179 -0.08 0.09 -0.09
C 4.21657 2.91566 -2.32127 -0.05 0.81 -0.09
H 5.81247 0.79209 -1.34419 0.01 0.03 -0.02
H 5.24661 -0.41983 -2.53157 0.28 0.16 -0.29
H 4.12609 0.27728 -1.43499 0.03 0.16 0.14
H 3.78260 3.54440 -3.09838 -0.16 -0.02 0.13
H 5.07481 3.47278 -1.93150 0.11 -0.17 0.01
H 3.53142 2.78305 -1.48518 -0.12 -0.19 -0.10
C -1.19978 0.07951 -5.69998 0.25 0.82 -0.88
C -1.86756 0.76531 -4.53689 -1.09 -1.30 0.31
O -1.51175 0.56813 -3.39910 0.63 0.21 0.43
C -3.15134 1.51074 -4.80157 0.56 0.84 -0.85
H -0.13332 0.27312 -5.71570 0.12 0.06 0.25
H -1.57376 0.47934 -6.64480 -0.12 -0.09 -0.01
H -1.31006 -1.00272 -5.73143 -0.31 0.00 0.43
H -3.63095 1.89586 -3.90912 -0.04 -0.38 0.20
H -3.80480 0.90973 -5.43463 -0.12 -0.10 0.21
H -2.90091 2.38989 -5.41175 -0.05 -0.07 -0.06
C -0.18323 0.45511 1.04294 -0.15 0.42 0.70
C 0.44994 0.81991 -0.25558 0.53 -0.68 -0.91
O 0.77397 1.95265 -0.53077 0.02 0.32 0.25
C 0.71807 -0.30182 -1.23986 0.09 0.00 0.60
H 0.07220 -0.50449 1.49148 -0.05 -0.30 -0.60
H -1.25126 0.51785 0.80850 -0.11 -0.16 0.48
H 0.09060 1.17320 1.81863 -0.29 0.32 -0.22
H 0.95665 0.08335 -2.22490 0.01 0.04 0.27
H -0.07098 -1.04920 -1.32097 -0.15 0.22 0.15
H 1.56960 -0.82429 -0.78448 0.16 -0.11 -0.33
C 2.15944 -0.48037 -4.26799 -0.34 0.02 -0.20
C 2.27830 -0.68253 -5.75252 0.49 -0.15 -0.24
O 1.55528 -1.45268 -6.34481 0.16 -0.06 0.01
C 3.28731 0.21052 -6.44433 -0.81 -0.16 -0.34
H 1.55130 0.42380 -4.14889 0.10 0.04 0.10
H 3.11921 -0.30182 -3.78485 -0.10 -0.15 -0.02
H 1.59313 -1.30090 -3.83135 0.16 -0.03 0.09
H 4.31587 -0.04134 -6.19645 -0.03 0.20 0.33
H 3.01794 1.21319 -6.10393 0.59 0.14 -0.06
H 3.16381 0.15160 -7.52434 -0.07 -0.07 0.01